(1)
Formula: C6H8NO4
Source: the OMol25 dataset
Level of theory: the ωB97M-V functional and the def2-TZVPD basis

XYZ file:
```
19
Properties=species:S:1:pos:R:3:forces:R:3:nbo_charge:R:1
C -2.540565 -0.116557 1.016325 0.20 -0.06 -2.17 0.2080
C -2.127885 1.232934 0.781635 -0.64 -0.95 3.54 -0.0809
C 2.725549 0.279920 0.441002 -2.39 -0.20 -2.25 0.8211
C 0.381068 -1.571215 -0.945510 -1.64 -0.30 -1.80 -0.6089
C 1.319068 0.789028 -0.372813 1.97 -3.37 -1.68 -0.5202
C 0.125651 -0.218603 -0.219933 0.04 0.72 0.08 -0.1332
N -0.732987 0.645454 -0.978631 -1.12 0.71 -1.34 0.0435
O 3.544315 -0.038686 -0.383075 2.28 -0.43 -1.53 -0.7341
O 2.651489 0.208064 1.626073 -0.30 0.23 3.49 -0.7210
O -2.345784 -0.998229 0.122160 -0.86 0.74 1.91 -0.6290
O -1.623631 1.537888 -0.390826 2.06 -0.76 -0.96 -0.2720
H -3.171086 -0.315374 1.908791 0.38 0.07 -0.17 0.1305
H -2.117950 1.987111 1.632834 -0.26 -0.70 -1.62 0.1837
H 0.673248 -1.275234 -2.041003 -0.44 -0.82 1.95 0.2102
H 1.213948 -2.130825 -0.479857 -0.41 0.49 -0.21 0.2299
H -0.607927 -2.282757 -0.996163 2.48 2.01 0.26 0.2334
H 1.151305 1.743340 -0.095338 -1.11 3.10 1.44 0.1978
H 1.690706 0.854047 -1.427188 -0.67 -0.38 0.79 0.2161
H -0.208540 -0.330310 0.801519 0.43 -0.10 0.26 0.2252
```
Positions in Å, forces in eV/Å.

**E_LUMO (alpha / beta)**: 1.99 / 3.00 eV
**Total charge**: -1
**E_tot**: -588.99881 Eh
**Kohn-Sham gap (alpha / beta)**: 0.215 / 0.270 Ha



(2)
Formula: C2HCl2NS
Source: the OMol25 dataset
Level of theory: the ωB97M-V functional and the def2-TZVPD basis

XYZ file:
```
7
Properties=species:S:1:pos:R:3:forces:R:3:nbo_charge:R:1
S -1.607019 -0.177283 0.762242 -0.80 -0.64 1.75 0.1030
N -0.516085 -0.215654 -0.549585 0.38 0.98 -1.71 -0.5501
C 0.911738 -0.740770 -0.295094 -1.84 1.86 0.65 0.0031
Cl 1.487095 -2.240730 -0.030299 0.59 -0.78 0.06 0.1569
C 0.697928 0.533939 -0.226955 1.78 -2.32 -0.39 0.0324
Cl 1.408887 2.004193 -0.018232 -0.24 0.89 0.01 0.1354
H -2.382545 0.836305 0.357924 0.15 0.00 -0.36 0.1193
```
Positions in Å, forces in eV/Å.

**E_LUMO**: 0.57 eV
**Total charge**: 0
**Structure (SMILES)**: SN1C(Cl)=C1Cl
**E_tot**: -1449.97725 Eh
**Kohn-Sham gap**: 0.332 Ha



(3)
Formula: C15H41IO9S
Source: the OMol25 dataset
Level of theory: the ωB97M-V functional and the def2-TZVPD basis

XYZ file:
```
67
Properties=species:S:1:pos:R:3:forces:R:3:nbo_charge:R:1
O -1.563964 -0.271829 2.416866 1.14 -0.04 -2.26 -0.9170
S -0.951688 -0.339255 1.063300 -0.76 -0.05 2.54 1.7099
O 0.632138 0.071773 1.299863 -1.54 0.01 -0.43 -0.6746
C 1.483273 -0.510189 0.309538 1.43 -0.19 -0.87 -0.1227
C 2.626048 -1.373868 0.926253 -0.30 0.62 -0.65 -0.0800
O 2.151820 -2.354896 1.825101 0.18 0.47 0.32 -0.7172
O -1.656637 0.949612 0.239945 0.79 -0.27 0.60 -0.7008
C -2.960943 0.501353 -0.168197 -0.33 -0.24 -0.55 -0.0949
C -3.844894 1.666658 -0.699884 -0.14 -0.45 -0.43 -0.4553
C -4.376446 1.360518 -2.149536 -0.73 0.04 0.84 -0.4983
I -4.155443 3.061478 -3.500370 0.20 -0.79 0.56 0.0566
H 1.936726 0.324407 -0.260148 -0.22 -0.49 0.19 0.2068
H 0.962157 -1.141795 -0.434110 -0.25 0.40 0.48 0.1915
H 3.353882 -0.690448 1.403447 -0.42 -0.57 0.25 0.1797
H 3.159732 -1.860608 0.082060 -0.25 0.39 0.29 0.1659
H 1.968522 -3.165947 1.352233 -0.03 -0.19 -0.19 0.4758
H -3.485628 -0.001575 0.665748 0.35 0.32 -0.22 0.1997
H -2.810131 -0.263256 -0.964050 -0.19 0.42 0.36 0.1722
H -4.728927 1.720029 -0.035710 0.47 0.22 -0.35 0.2191
H -3.352359 2.651380 -0.677882 0.11 -0.60 0.17 0.2433
H -5.466168 1.204790 -2.063352 0.54 0.10 -0.39 0.2198
H -3.949280 0.438626 -2.581055 0.04 0.78 -0.04 0.2211
C 0.005570 4.544925 -1.817502 0.01 0.04 0.10 -0.6378
C 0.638394 3.599352 -2.820411 -0.39 0.09 0.00 -0.0583
O -0.080693 2.372027 -2.878562 0.32 -0.24 -0.05 -0.7318
H -0.015941 4.089410 -0.825758 0.08 -0.01 -0.03 0.2167
H 0.558412 5.485055 -1.761548 -0.05 0.00 0.00 0.2088
H -1.029277 4.763528 -2.094130 0.05 0.06 -0.08 0.2061
H 1.663839 3.366035 -2.531796 -0.05 -0.15 -0.03 0.1726
H 0.655611 4.048686 -3.819578 0.12 0.11 0.04 0.1524
H -0.981732 2.578849 -3.142910 -0.16 0.03 -0.02 0.4671
C 0.570098 -5.039201 4.722340 -0.01 0.08 -0.16 -0.6226
C 0.012007 -4.824160 3.328795 -0.05 -0.34 0.25 -0.0690
O 0.405284 -5.886879 2.457740 0.11 0.25 -0.30 -0.7315
H 1.658386 -5.099193 4.693181 -0.03 0.09 0.02 0.2179
H 0.281920 -4.226966 5.389434 0.02 -0.06 0.03 0.2184
H 0.208868 -5.981621 5.142616 -0.08 0.07 0.05 0.1892
H 0.391002 -3.893652 2.906720 -0.02 -0.08 -0.07 0.1835
H -1.081824 -4.770876 3.351292 0.01 0.16 0.04 0.1521
H 0.063262 -6.705079 2.824702 0.00 -0.08 0.03 0.4590
C 4.295536 0.497261 -3.358189 0.08 0.03 0.05 -0.6337
C 3.424260 -0.680142 -2.963522 -0.21 0.28 -0.34 -0.0615
O 2.083916 -0.259222 -2.722484 0.20 -0.24 0.19 -0.7279
H 4.290129 1.255822 -2.573516 0.03 -0.06 0.03 0.2114
H 5.325458 0.181248 -3.534912 -0.01 0.04 -0.03 0.2127
H 3.914901 0.971730 -4.266111 0.05 -0.07 -0.04 0.2006
H 3.795562 -1.137868 -2.046405 -0.12 -0.01 0.02 0.1684
H 3.421047 -1.440823 -3.751156 0.17 -0.07 0.06 0.1582
H 1.752693 0.136169 -3.533692 -0.18 0.15 0.04 0.4732
C 1.640877 -4.251608 9.895976 0.06 0.05 0.04 -0.6324
C 1.089586 -4.058265 8.495859 -0.05 -0.35 0.18 -0.0629
O 1.483672 -5.129655 7.643193 0.15 0.21 -0.07 -0.7189
H 2.730071 -4.312172 9.871654 -0.03 0.07 -0.03 0.2131
H 1.348752 -3.427534 10.549828 0.00 -0.05 0.02 0.2122
H 1.276586 -5.187016 10.328861 -0.08 0.06 0.03 0.1957
H 1.471227 -3.135128 8.059857 0.01 -0.10 -0.12 0.1811
H -0.004262 -4.004081 8.514800 0.00 0.17 0.05 0.1554
H 1.139272 -5.942887 8.020393 -0.01 -0.08 0.02 0.4587
C -2.802743 5.919361 -7.871855 0.00 0.08 -0.03 -0.6335
C -2.068564 5.308622 -6.693496 -0.30 -0.15 -0.14 -0.0609
O -2.931751 5.190883 -5.565145 0.18 0.20 0.13 -0.7231
H -3.191578 6.904597 -7.609732 0.08 0.00 0.01 0.2141
H -2.142621 6.019893 -8.735461 -0.05 -0.02 -0.01 0.2130
H -3.658362 5.301408 -8.156142 0.08 -0.05 -0.06 0.1988
H -1.228590 5.937825 -6.399485 -0.07 -0.04 0.14 0.1785
H -1.682880 4.316125 -6.949641 0.13 0.06 -0.08 0.1573
H -3.667172 4.628259 -5.824157 -0.06 0.01 -0.12 0.4592
```
Positions in Å, forces in eV/Å.

**E_LUMO**: 0.39 eV
**Total charge**: 0
**E_tot**: -1969.02357 Eh
**Kohn-Sham gap**: 0.368 Ha



(4)
Formula: C18H25F12NO10PS
Source: the OMol25 dataset
Level of theory: the ωB97M-V functional and the def2-TZVPD basis

XYZ file:
```
68
Properties=species:S:1:pos:R:3:forces:R:3:nbo_charge:R:1
C -0.632220 3.618087 2.472284 -0.58 0.08 -0.23 -0.4128
C -1.522660 3.684382 1.487779 0.57 0.12 0.22 -0.4763
P -1.061326 2.914852 -0.185356 0.58 -0.55 0.68 1.1298
S 0.630962 4.375069 -0.479894 0.28 0.50 -0.29 -0.4588
C -0.519435 2.020368 -1.792232 -0.26 0.07 -0.48 -0.3743
O -0.858932 0.611837 -1.834669 0.11 0.15 0.51 -0.5411
C 0.063433 -0.201334 -1.289738 1.18 -0.46 -0.29 0.8212
C -0.459355 -1.116952 -0.218438 0.20 -0.03 -0.25 -0.7232
O 1.230453 -0.241923 -1.649374 -1.01 0.41 0.25 -0.6167
O -2.387296 1.674447 -0.062942 -0.61 0.47 -0.02 -0.6515
N -3.394319 1.883664 0.828311 0.16 0.20 -0.14 0.3561
O -4.459819 1.689666 0.348376 -0.10 -0.35 0.02 -0.3369
C -2.270924 4.099041 -1.216995 0.02 0.16 -0.16 0.6952
F -1.610235 4.882133 -2.112192 -0.01 0.01 -0.08 -0.3597
F -2.990052 4.969795 -0.463235 -0.03 -0.10 0.09 -0.3569
F -3.169957 3.419643 -1.962208 -0.11 -0.08 0.01 -0.3508
H 0.401646 3.392286 2.285820 0.18 -0.43 -0.04 0.1938
H -0.933582 3.773605 3.499735 0.13 0.46 0.12 0.1829
H -2.461451 4.159907 1.734741 -0.41 -0.44 -0.25 0.2124
H -0.189748 2.010390 0.527396 0.09 0.11 -0.07 -0.1524
H 1.664386 3.552173 -0.255680 -0.16 -0.18 0.09 0.1240
H 0.555310 2.112298 -1.841039 0.28 -0.03 0.11 0.2017
H -0.913417 2.457624 -2.705030 -0.23 0.12 -0.03 0.1902
H -0.999385 -0.545832 0.526017 -0.27 0.07 0.04 0.2483
H 0.385799 -1.620193 0.227020 0.21 -0.09 0.17 0.2231
H -1.089722 -1.886435 -0.650610 -0.35 0.02 -0.07 0.2326
C 2.182606 -3.114839 5.339658 -0.18 0.13 0.17 -0.6380
C 2.858389 -2.072035 4.477653 0.28 -0.43 0.03 -0.0773
O 1.941774 -1.015098 4.153262 -0.01 0.07 -0.14 -0.4713
C 1.773218 -0.072445 5.066201 0.20 -0.23 -0.07 0.6965
O 2.323830 0.006076 6.124275 -0.02 0.09 0.15 -0.5546
C 0.764465 0.958797 4.537787 -0.37 0.13 -0.12 0.9011
F -0.295363 0.352288 4.002091 -0.07 -0.09 -0.01 -0.3022
F 1.333393 1.712104 3.598288 0.27 -0.06 0.06 -0.2991
F 0.336051 1.749038 5.517864 0.10 0.04 0.12 -0.3045
H 1.280304 -3.468465 4.847604 0.03 -0.08 -0.04 0.2208
H 2.848158 -3.960292 5.513174 0.03 0.01 -0.04 0.2155
H 1.890850 -2.700758 6.304620 0.10 0.03 0.02 0.2196
H 3.153648 -2.503678 3.523727 -0.12 0.12 -0.10 0.1989
H 3.753351 -1.666602 4.948231 -0.11 0.15 0.09 0.1956
C -3.450104 -6.398616 -0.087997 0.26 -0.09 0.07 -0.6380
C -3.729412 -5.326644 0.942775 -0.41 -0.03 -0.36 -0.0800
O -2.798893 -5.400955 2.040044 0.04 0.01 0.17 -0.4792
C -1.615888 -4.843427 1.826765 -0.37 -0.02 -0.11 0.6905
O -1.250089 -4.301544 0.830383 0.22 0.05 -0.07 -0.5294
C -0.758325 -4.950658 3.097498 0.13 -0.03 0.16 0.8979
F -0.813407 -6.176527 3.630702 0.00 -0.09 -0.03 -0.3119
F -1.188173 -4.085542 4.022120 -0.09 0.09 0.03 -0.3077
F 0.511136 -4.671689 2.827521 0.11 0.00 -0.09 -0.3025
H -3.451092 -7.384778 0.377855 -0.10 0.00 0.00 0.2105
H -4.209293 -6.376509 -0.868704 -0.03 0.02 0.01 0.2227
H -2.475066 -6.252477 -0.551216 -0.03 0.08 -0.04 0.2261
H -4.711701 -5.470502 1.386904 0.08 -0.02 0.17 0.1950
H -3.706046 -4.330112 0.504583 0.17 0.02 0.04 0.2081
C 1.035266 1.566733 -4.799860 0.39 -0.13 -0.13 -0.6423
C 1.168494 2.912551 -5.474008 -0.62 -0.09 0.25 -0.0825
O 2.555672 3.250742 -5.711466 0.11 0.11 -0.03 -0.4692
C 3.114040 2.715379 -6.775967 -0.36 0.04 0.20 0.6934
O 2.604999 1.986639 -7.575896 0.11 -0.08 -0.20 -0.5532
C 4.565936 3.209161 -6.893196 0.19 -0.05 0.02 0.8963
F 5.202410 3.153816 -5.722098 0.04 0.00 0.07 -0.3066
F 4.588255 4.480711 -7.316353 -0.04 0.11 -0.04 -0.3152
F 5.246630 2.474404 -7.768471 0.02 -0.07 -0.10 -0.3075
H 1.615767 1.541640 -3.879033 -0.11 0.01 0.09 0.2373
H -0.006960 1.368416 -4.558320 -0.02 0.02 0.03 0.2329
H 1.402234 0.763140 -5.439202 -0.07 0.03 -0.08 0.2129
H 0.785308 3.698047 -4.825947 0.21 0.08 0.03 0.2112
H 0.615472 2.955912 -6.411700 0.18 -0.04 -0.11 0.1897
```
Positions in Å, forces in eV/Å.

**E_LUMO**: 2.13 eV
**Total charge**: -1
**E_tot**: -3445.96057 Eh
**Kohn-Sham gap**: 0.268 Ha



(5)
Formula: C5H10OS
Source: the OMol25 dataset
Level of theory: the ωB97M-V functional and the def2-TZVPD basis

XYZ file:
```
17
Properties=species:S:1:pos:R:3:forces:R:3:nbo_charge:R:1
C 0.410488 -2.039350 -2.037621 -0.34 -4.90 0.86 -0.7877
S 1.211655 -0.991178 -0.857218 -0.85 1.26 -0.39 0.1456
C -0.315203 0.176544 -0.763095 0.69 -0.90 -0.62 -0.4836
C 0.106135 1.374281 0.115443 -2.93 1.53 1.13 -0.4088
C 0.483491 1.114563 1.579123 -4.70 1.38 -1.71 -0.5265
C -0.725360 0.495226 2.329565 1.01 2.60 0.05 0.4644
O -1.692045 -0.045151 1.854784 0.81 0.16 0.85 -0.5187
H -0.312941 -2.756280 -1.446256 0.63 1.78 -1.17 0.2163
H 1.011247 -2.915264 -2.509821 -0.11 1.97 0.77 0.2418
H -0.070423 -1.538116 -2.840686 -0.50 0.57 -0.50 0.2155
H -0.599185 0.471965 -1.806946 0.75 0.08 0.80 0.2137
H -1.144585 -0.530832 -0.495433 0.74 1.19 0.60 0.2429
H 0.986966 1.863934 -0.217667 0.54 0.41 -1.34 0.2164
H -0.738271 2.210139 0.249268 1.50 -1.75 -1.05 0.2048
H 0.895184 2.057208 1.954132 0.16 -0.89 0.70 0.2315
H 0.965167 0.249951 1.518892 3.91 -3.31 0.41 0.2363
H -0.472325 0.802362 3.373544 -1.32 -1.18 0.61 0.0960
```
Positions in Å, forces in eV/Å.

**E_LUMO**: 0.92 eV
**Total charge**: 0
**Structure (SMILES)**: CSCCCC=O
**E_tot**: -669.84923 Eh
**Kohn-Sham gap**: 0.348 Ha



(6)
Formula: C4H8O4
Source: the OMol25 dataset
Level of theory: the ωB97M-V functional and the def2-TZVPD basis

XYZ file:
```
16
Properties=species:S:1:pos:R:3:forces:R:3:nbo_charge:R:1
C 0.646591 0.959907 1.051177 -1.62 -4.21 -0.88 0.7451
O 0.399869 0.966704 2.384639 -0.25 0.41 0.74 -0.7043
O -0.044050 1.863350 0.375502 -2.62 1.57 0.46 -0.6961
O 1.969869 0.842240 0.753418 0.12 0.47 -0.43 -0.7043
H 2.265462 1.626227 0.271160 -0.03 0.00 0.01 0.4958
H 0.878159 0.251161 2.823640 0.00 0.07 -0.19 0.4970
H -1.068987 1.682891 0.587264 3.15 0.63 -0.66 0.5059
H -0.000141 -0.153087 0.580025 2.29 1.60 1.20 0.0468
C -1.228378 -0.787560 -0.019152 -3.65 1.95 -0.53 0.3023
C -0.861857 -1.264126 -1.383973 1.19 -0.85 0.27 -0.2820
C 0.299687 -1.003311 -1.967738 0.16 0.25 0.01 -0.3337
O -1.790134 -1.507500 0.793630 0.89 0.02 -0.21 -0.5507
H -1.616500 0.381923 -0.065404 0.72 -1.88 0.14 0.0527
H -1.497274 -2.050717 -1.776150 -0.07 -0.04 0.18 0.2257
H 0.684481 -1.588011 -2.789455 -0.32 0.14 -0.39 0.2040
H 0.963202 -0.220091 -1.618584 0.03 -0.14 0.29 0.1957
```
Positions in Å, forces in eV/Å.

**E_LUMO**: 0.09 eV
**Total charge**: 0
**E_tot**: -458.03846 Eh
**Kohn-Sham gap**: 0.347 Ha